No. 1
167
Properties=species:S:1:pos:R:3 method="wB97M-V/def2-TZVPD" charge=+1
H 2.27685 -5.30736 1.43432
H -3.45946 2.80150 -4.75109
F -4.56555 0.97709 1.37281
O -1.53508 3.40344 -0.60705
H 1.78681 -3.70860 1.50014
H 0.95903 -3.16445 -1.71030
C -5.32480 -3.39396 -2.66779
S -0.75408 3.99355 -1.76215
F 5.29407 -1.06683 -0.54057
O -4.16899 -2.21043 1.23939
H 1.91279 1.01041 -3.17751
H -0.89240 5.82647 0.31482
H 2.88963 -5.41402 3.77610
C -4.05808 -4.93221 -3.98883
C 2.00698 -3.71998 -5.31494
C -6.55443 3.67629 -3.40090
O 3.36027 3.63356 -3.80164
H -1.32417 8.40736 -1.09109
S 0.40017 4.77672 2.96386
H -0.24397 7.92858 0.27284
H 2.08450 -0.30536 2.54435
H -0.46719 5.71372 7.06895
H 1.24881 5.06571 7.06925
C 2.20253 1.18780 -4.21321
N -5.33400 2.21894 -1.84850
S 0.91691 0.32629 4.53757
C -1.15418 -2.16134 6.70862
C 1.30134 -3.33229 -2.72078
H -5.83891 -4.60457 4.65076
C 1.64132 -2.24601 -3.49475
O -0.23300 0.89231 3.80796
H -6.30417 -3.06430 -2.35384
O 4.60531 1.54117 -3.27808
O 1.94302 1.23159 4.99540
H -3.54538 -5.09263 3.86814
N -4.24525 -2.75721 -2.15884
O -5.63158 1.02898 -5.75653
H -4.04639 -5.80537 -4.62432
H -0.69274 -1.63286 -4.68048
C -1.27645 6.29115 -0.59329
O 0.56947 6.03535 2.19990
S -2.92789 -2.27383 1.99788
H 0.60653 3.22337 5.43491
H 2.15644 3.63740 1.66836
O -2.08935 -0.16410 -0.61906
F 4.74499 3.44998 1.09089
H 2.58589 4.19420 3.40324
F 5.68317 -2.39907 1.56445
O 0.73844 -7.13597 4.52513
H -4.74815 -3.41415 5.28210
F 3.43783 -1.36280 0.43184
N 1.88402 -2.43986 -4.85170
C -4.06801 -4.21242 3.49371
H 1.62695 4.96896 -1.63447
O -3.59225 -0.49087 -5.98229
H -2.66930 1.49233 -3.86013
H -4.00081 3.18480 -0.57388
H -0.70281 -3.15199 1.43405
C 4.57507 -0.65093 0.48935
H 1.38200 -5.44902 -2.50915
H -0.95636 -0.36012 -5.94180
H 3.86147 1.01087 -0.54048
H -1.90423 -4.47504 1.70021
C 6.98668 3.46370 0.34610
Ba -4.88759 -0.48963 -0.86672
H 7.11992 1.31447 -2.51164
H 1.34790 -1.26696 -3.14581
F 7.79301 3.24278 -0.67248
O 0.64987 1.28335 0.55509
C -6.31733 2.44307 -2.78624
C 2.49829 -4.38581 1.97266
H 0.62223 -5.69675 7.22118
C 1.25383 -5.24323 6.45731
H -4.46678 -4.49374 2.51906
H 7.27247 1.49643 -4.20186
C 5.42234 -1.11619 1.64840
C 6.89134 0.80678 -3.44871
F 6.78861 4.73032 0.45609
H -7.35225 3.78808 -4.12020
S -4.51665 0.48964 -5.02513
S 0.34700 -5.73852 4.89587
H 1.35712 1.62042 -4.74820
H -2.34885 6.35236 -0.40807
F 5.00988 3.17970 -1.04241
H 1.67915 2.69342 3.10181
O 0.90739 -4.59250 3.78076
O 0.43178 -0.69481 5.73999
H 2.38291 -1.48432 3.82898
O 5.59923 1.45804 0.45115
H -1.92150 -3.48398 0.15807
H -3.35408 -1.94082 -4.64554
O 4.18784 2.21496 -5.75904
C -1.37115 -0.87722 -5.07655
C 5.42740 0.42590 -3.76157
H 2.25659 -5.66860 6.49769
C -0.54052 -1.68034 5.37512
C -0.73550 -0.11212 -1.13909
Ba -1.94190 1.71245 1.63191
C 4.33112 0.86210 0.43183
C 0.08076 4.17574 5.50317
H -0.64322 -1.06820 -1.65435
C 1.62019 -0.86605 3.35559
O 0.62560 5.05522 4.50643
H -0.95622 3.93622 5.26783
H 1.48513 3.07839 -1.34188
H 5.14803 -0.45597 -3.18505
H 0.26247 7.58818 -1.29961
H -4.24721 5.42136 -1.63003
H 0.72092 -1.31785 2.93690
H 5.27800 0.10736 -4.79322
C -1.71046 -3.51239 1.22708
H 7.57305 -0.04371 -3.45511
C 1.08750 4.09129 -1.27840
C 0.59009 0.13547 -0.27988
H -1.44751 -0.21184 -4.21659
O -2.17542 -1.07416 2.35542
H 2.48024 0.25463 -4.70331
H -0.00255 -2.48436 4.87286
C -2.96502 -4.39241 -3.36463
H 1.94405 -5.83608 -4.96133
O -1.02755 5.59002 -1.80193
C -0.64625 7.64834 -0.70068
H -6.69301 1.48558 -3.11561
C -3.13146 1.76365 -4.80929
C 2.38514 -4.47978 3.52955
H -6.24684 -4.85644 -3.93550
C 5.52499 2.83076 0.17517
C 1.46951 -4.63778 -3.21671
C -5.31418 -4.47437 -3.54746
C -5.84491 4.78521 -2.94726
H -0.79653 0.69593 -1.86809
O -0.75197 3.45259 -3.12541
H -2.63368 -2.21421 -6.16153
C -2.73754 -1.44558 -5.39569
C -3.08570 -3.31946 -2.45700
C 1.89508 3.69320 2.72509
H -0.23667 4.21229 7.58807
H -2.36408 1.55441 -5.55455
O -1.05786 -5.44025 5.00962
H -1.38635 -1.37554 4.75888
H 1.48085 0.18490 -0.90615
H 2.87159 -3.66901 4.07187
C 1.82200 -4.84066 -4.56053
C 0.19845 4.88022 6.84467
H -0.38322 -2.53804 7.38080
C -4.84079 4.59958 -2.00252
H 6.40709 -0.64942 1.62637
F 4.84838 -0.97419 2.84218
H -5.76489 -3.00186 3.88077
H 2.39774 -3.81390 -6.31738
O -3.19474 -3.10375 3.46712
C -5.17867 -3.78970 4.35381
H 3.51359 -4.11937 1.67890
H 3.64522 1.29250 1.16148
C -4.63891 3.31322 -1.43570
H -1.98853 -4.84863 -3.43334
H -6.08273 5.70572 -3.45961
H 1.01312 4.20603 -0.19702
H -1.84011 -2.97579 6.47567
H -2.21587 -2.86061 -2.01064
H 1.26300 -4.16489 6.61605
H -1.78718 -1.33740 7.03807
O -4.73731 -0.17115 -3.73985
H 0.72635 -0.70530 0.40030
S 3.67483 2.33443 -4.40127
O -0.84839 3.95905 2.78896
H 7.38756 3.19626 1.32379


No. 2
143
Properties=species:S:1:pos:R:3 method="wB97M-V/def2-TZVPD" charge=0
Sn -0.29097 -0.89798 1.57870
C -2.53143 1.10892 2.96896
C -2.61848 -5.78232 2.36317
C -2.96666 5.82908 1.09143
H -5.03211 6.18869 0.56781
H 0.45555 3.30995 2.55498
C -3.67793 -2.98391 -1.04943
C 2.79035 4.15398 1.33804
H 0.55854 1.61775 2.08019
O -2.51205 -0.81376 1.58316
H -3.78869 2.68365 -0.84627
H 5.33049 -4.56044 -0.30027
H -0.53926 -5.22329 2.37457
N 0.23026 2.91986 0.47880
H 6.95945 -2.67141 -2.94831
C -1.67841 0.72181 -2.09844
H 2.04651 1.99440 -2.93518
C 0.83667 2.62594 1.77930
H -0.11865 -3.50685 5.76087
C -3.37512 2.05101 3.54706
H -4.67347 3.29524 1.36769
H 5.43911 0.63248 -5.04685
H 2.31657 -3.80914 -1.92187
O 0.62550 1.08402 6.49561
H 3.93566 2.61186 -0.94039
C -1.74727 -5.31919 0.00910
C 5.89452 0.23561 0.72316
C 3.18408 -4.01367 -2.55331
C -4.81125 -6.79632 2.63277
C -1.30270 3.12309 -2.62534
H 4.96666 0.09860 1.28323
Sb -1.64049 -3.18811 -0.42613
H -0.29737 3.21469 -3.05691
Si 3.20062 0.06334 -4.04230
H -2.76463 0.56112 -2.02298
H 1.08069 5.45416 1.03021
H 7.90122 1.21742 -1.63175
H -3.87322 -3.64762 -1.89161
C -2.80101 -5.76641 0.97130
H 5.54850 3.08817 -0.39807
H 2.80410 2.39058 2.60711
N -1.54663 1.02716 0.78643
C 1.76695 4.85022 0.42759
H 4.46497 -3.20237 0.43737
Te 1.96890 -0.76699 -0.35345
H 4.92161 -0.98039 -5.54044
O 0.67411 -0.40239 4.87567
H -3.46634 -6.36365 4.23755
H -2.32402 4.15375 2.28854
O -3.93074 0.91254 1.02679
C 1.79074 -1.01940 -4.66542
N -2.27283 3.65868 0.21728
H -5.65209 3.96416 0.08326
H -0.89373 -2.55782 -2.93497
H 6.47749 1.02444 1.20898
N -1.46812 0.64375 3.61389
H 1.97333 2.13851 -4.70138
H -2.36421 3.67517 -4.41227
P -1.25081 2.36712 0.02392
H -3.29428 2.71143 -3.27978
H -2.79689 1.09528 -4.93459
H 7.01418 0.81912 -3.10644
C 7.15026 0.54395 -2.05833
H -0.14009 0.69531 -3.55778
H -1.93765 -5.78086 -0.96155
Si 4.63384 -2.92942 -2.03189
H 3.76939 4.12927 0.85994
C 2.34920 2.72915 1.67396
Si 5.55203 0.69693 -1.06797
C 5.00042 2.50078 -1.14071
H 0.10927 1.85667 6.74965
C 6.04997 -3.19506 -3.25094
H 3.46189 2.53585 -3.83283
H 5.20026 2.93322 -2.12437
C -4.00869 -6.23749 0.44998
C 5.20009 -3.47437 -0.32288
C -0.76006 -3.45983 -2.34311
C 0.13242 0.53095 5.37708
H 3.44641 -5.07050 -2.44639
H -5.93495 -7.09820 0.82378
C -1.19622 -3.38601 5.66245
H 2.89504 -3.83876 -3.59149
C -1.22112 0.55698 -3.53682
H -1.17888 -5.73621 3.93913
H -4.29185 -3.35065 2.88299
H 1.11867 -1.30988 -3.85624
H 2.66684 2.02338 0.90231
C -2.30471 2.82384 -3.73143
H -1.03582 4.90473 1.34833
H 7.56046 -0.46772 -2.03131
H -1.53466 4.07786 -2.15253
H 6.15261 -3.01559 -0.04742
H -5.57146 -7.20846 3.28415
H -2.70548 6.26562 0.12324
H 6.45974 -0.69615 0.79537
H -4.81803 5.50257 2.16048
H -4.33776 -3.23102 -0.21885
C -3.82367 -3.14223 3.84412
H 2.18411 -1.93635 -5.11110
C -3.62483 -6.32386 3.16501
H 4.18158 0.44548 -6.27137
H -3.59891 4.38561 -1.25505
C 0.95382 3.85243 -0.38718
H -1.64319 2.52706 6.40410
C -5.01259 -6.73783 1.26114
H 2.25822 5.54313 -0.25823
H 0.24091 4.39475 -1.00690
C -2.65206 0.52808 1.54679
C -1.91138 1.54801 -4.48313
C -3.59478 3.66724 -0.42353
H -1.49861 -2.50805 6.23363
H 0.30889 -3.63980 -2.23910
H -2.73581 6.58655 1.84239
H -4.13147 -2.14905 4.17204
Sb -1.70114 -3.10603 3.59434
H 1.20656 -0.49874 -5.43072
H -3.68288 3.29087 5.27233
C -2.08676 4.61009 1.31640
H -4.24394 0.10684 0.59720
H -4.12282 -3.89350 4.57214
C 2.61133 1.84976 -3.85959
C -1.88952 2.12148 5.43101
C 4.57298 0.03327 -5.33508
H -1.23700 1.79532 -5.30656
H -1.40287 -0.46909 -3.85686
H 6.28218 -4.26393 -3.29688
H 5.79907 -2.86758 -4.26179
H -4.14960 -6.22595 -0.62538
H -4.26264 2.36255 3.01694
C -3.04784 2.55766 4.79242
C -4.67905 4.04017 0.57136
H 1.60765 3.29850 -1.07018
H -1.23587 -4.30040 -2.85001
H -0.74661 -5.62268 0.32036
H -1.19002 -0.01848 -1.47032
C -1.13025 1.14852 4.79711
H -1.70897 -4.26368 6.05663
C -4.45364 5.45404 1.13134
N -1.33483 2.06963 -1.60491
C -1.41557 -5.19747 3.02068
H 2.91085 4.73490 2.25615
H -3.85184 -1.94877 -1.34345
Si 3.89601 -0.70256 -1.94663


No. 3
155
Properties=species:S:1:pos:R:3 method="wB97M-V/def2-TZVPD" smiles="O=S1(=O)CCCC1.O=S1(=O)CCCC1.O=S1(=O)CCCC1.O=S1(=O)CCCC1.O=S1(=O)CCCC1.O=S1(=O)CCCC1.O=S1(=O)CCCC1.CC(C)=O.CC(C)=O.CC(C)=O.CC(C)=O.CC(C)=O" charge=0
C -3.84299 -1.02775 -2.52747
C 0.85800 -4.70287 -1.61707
H 4.02202 -1.53387 -3.43460
H 0.99772 -3.31584 0.17158
H -5.00321 4.55474 -4.74942
H -5.14426 3.92166 1.82089
O -4.24366 -0.26025 -4.70351
C -1.76137 2.05234 3.81372
C -2.73376 -3.17947 2.35147
O 3.61646 -4.80023 0.68033
C -4.03944 -1.23540 -3.98440
H 0.01080 -4.32760 -2.19112
H 3.28169 -6.31544 -1.40987
O 0.97235 2.91490 1.28510
H -0.97281 -1.41126 -6.29703
O -1.22212 -1.28008 -0.44514
C -4.41422 3.13348 -0.20173
H -1.66860 2.96143 -5.50667
H 3.12128 4.48149 0.20078
H -3.34805 -3.72068 1.63186
C -4.08212 1.64651 -0.60227
O -2.07001 -3.30288 6.08888
C 4.52000 2.50531 2.46011
O -7.03330 1.90338 1.59875
O 4.75612 -0.44701 0.71784
H -0.13109 0.09247 -6.66566
H -0.71482 0.61818 -1.83001
S 1.98816 3.44793 2.14865
H 0.39768 4.88820 -3.90491
C 4.52202 3.19961 1.12005
H 2.17184 -4.95538 5.39048
O 0.27345 -2.66329 4.07707
H -2.95938 -0.95093 2.23981
C -3.28342 -1.80220 2.83852
H 0.89705 -2.87623 -4.05588
C 3.59724 -2.80068 2.98755
C -0.01137 -2.27390 -4.06329
H 3.56601 -1.51241 4.70769
C -2.32998 2.65441 -4.69647
C 2.37138 -6.52551 -0.84835
H -3.94585 4.05169 -6.16789
H -2.92055 -5.06419 3.49458
H -3.61608 3.79629 -0.53601
H -3.04200 -0.30423 -2.37576
C -0.23473 5.32006 -1.12329
H -0.21232 -2.17153 -2.99688
H -4.37280 -1.78879 2.87289
S 2.30725 -5.43350 0.60544
H 3.71131 5.13062 1.76731
C 3.07892 1.99147 2.68208
O 1.29725 7.34336 -0.21219
O -0.47967 8.00839 -1.80529
H -3.65025 5.54515 -5.44906
S -5.60724 1.58516 1.70848
H 2.43296 -7.54003 -0.45458
C 2.24481 -4.37599 4.47011
H -3.56084 -1.91963 -1.96797
C -5.11201 0.69034 0.14964
O 1.81028 -6.08244 1.78920
O -3.18255 4.06682 -2.99932
H 2.64925 1.64729 3.62284
H -4.77366 -0.56150 -2.20410
C -0.73263 2.07912 4.92885
C -3.94022 -2.63900 -4.53591
O 1.53453 -2.46354 6.19889
C 1.59472 6.42439 -2.87038
H 4.26919 2.45320 0.36702
C 3.39084 4.23884 1.22867
H 4.55742 -2.36886 2.70525
H -1.78129 2.43259 6.76623
H 5.60877 -3.01156 -0.31144
C 2.89180 -1.78189 3.89472
H -1.41026 2.68804 3.00088
H -5.28028 3.39494 -0.80974
H 0.30282 0.60559 1.68846
H -0.46157 1.71117 -0.54842
C -0.01733 -0.89324 -6.21452
H -6.00563 0.57532 -0.46381
C -4.01034 4.54717 -5.19915
O -5.04307 0.85176 2.83164
H -3.42880 -2.49382 -5.48747
C 0.16991 -0.41656 1.33400
C 4.77354 -0.92743 -2.92909
H 4.24873 -3.03406 -1.57839
H 0.02868 -4.78848 0.40602
O 2.63346 -1.54240 -0.08299
H -2.69874 2.53476 4.09067
C 5.01706 -2.47007 -1.04953
S 0.51605 7.03221 -1.38990
C -1.08542 2.94163 6.09933
C -2.83628 -1.49350 4.27570
H -3.32426 -3.29944 -3.92556
H 4.77198 3.09420 3.34205
H 5.15729 -0.27786 -3.71579
C -2.51940 -4.05152 3.53540
H -2.93911 1.81648 -5.03549
H -1.44304 3.92327 5.78856
H -1.79582 -2.95729 1.84255
C -0.15670 0.72546 -0.89991
H 6.39013 -2.62880 -2.70897
C 3.67174 -4.11374 3.84163
S 4.00227 -1.13771 -0.31984
O 0.57128 -0.05233 -4.10705
H -3.02934 1.45814 -0.39188
H -1.77035 2.11940 -3.92922
H 4.65415 0.80723 -1.55851
C 0.17960 -0.99826 -4.73038
O -4.46421 -3.41425 5.30357
O 0.17235 1.27990 4.97486
H 3.08957 0.11712 -2.18846
H 4.36682 -4.03774 4.67780
H 1.71970 -4.22736 -2.08556
H 2.62525 6.47542 -2.51896
H -4.24936 1.66815 -1.67915
H -1.82954 1.02491 3.45616
C 0.70167 4.30282 -1.83106
H 2.09733 4.52789 -3.50590
H 6.65306 -1.19470 -1.85699
H 5.29403 1.73933 2.50762
H -1.44051 -4.20316 3.56845
H -1.17869 5.40324 -1.66192
C 1.18120 5.00370 -3.15601
H 2.62910 -0.90465 3.30349
H -1.76783 -1.28013 4.24445
C 4.11120 -0.08603 -1.86736
H 0.26695 -6.75837 -1.28425
H 1.57181 4.09154 -1.20952
H -3.29084 -0.80210 4.98523
H -4.71397 -0.25277 0.52409
H 0.91781 0.70890 -1.08228
H -0.15348 3.14038 6.62857
H 1.28213 -6.38110 -2.75186
H 0.70627 -1.44533 -6.81428
C 1.10261 -6.19082 -1.69372
S -3.01383 -3.13857 5.04772
H 2.95099 -2.88962 2.11431
C -0.50173 -0.42679 -0.01415
C -3.12905 3.85609 -4.19258
H 1.39548 7.07630 -3.72092
H -0.35528 -1.01803 2.07596
H -0.85189 -2.79548 -4.52110
C -4.65734 3.08161 1.32559
C 0.90187 -4.36877 -0.09346
H 2.75055 1.19429 2.01517
H -3.70417 2.92370 1.83020
H 5.55793 3.43211 0.87321
H -0.49123 5.11162 -0.08461
H 3.97475 -4.97294 3.24326
S 1.55080 -2.72359 4.78071
H 0.11293 3.40230 -2.00585
O 1.57690 4.14362 3.38274
H 1.12280 -0.94366 1.28638
H -4.97416 -2.94293 -4.69934
C 5.84255 -1.84595 -2.18418
H 1.56141 -4.76268 3.71411


F_max list, top to bottom, in eV Å⁻¹: 4.1 1.1 3.8
Frontier orbital gap list, top to bottom, in eV: 6.8 6.2 8.8